(A)
C30H54N3O2S4SbSi3Ti as an isolated structure, computed with wB97M-V/def2-TZVPD.

The geometry in XYZ format:
```
98
C30H54N3O2S4SbSi3Ti, DFT wB97M-V/def2-TZVPD
Sb 1.361 3.306 2.590
Ti -0.263 0.779 1.219
S 2.967 -0.599 -2.156
S -1.775 -1.605 0.551
S 1.448 -1.337 1.200
S 0.265 -2.025 -2.184
Si -1.590 5.300 2.530
Si 1.006 5.827 0.683
Si 1.976 0.342 4.022
O -0.087 0.633 -0.886
O 1.349 1.650 0.176
N -1.364 2.450 0.675
N 0.911 1.368 -0.992
N -1.639 0.413 2.728
C -1.056 -3.184 -1.776
C -2.152 -2.426 -1.041
C -2.430 0.815 5.317
C -2.386 1.933 -0.056
C -0.162 4.467 1.470
C -1.145 1.147 4.939
C 1.882 5.040 -0.766
C -3.331 0.307 4.379
C -1.025 6.744 3.583
C 2.210 1.138 5.702
C -2.979 2.580 -1.099
C 2.880 -2.260 -2.888
C 1.663 -3.123 -2.520
C -2.412 4.001 3.597
C -2.943 5.936 1.402
C -1.455 4.376 -0.686
C 0.611 -2.939 1.140
C 2.313 6.354 1.926
C 3.720 -0.851 -0.536
C -0.764 0.945 3.613
C 0.122 7.398 0.173
C -0.952 3.729 0.458
C -2.901 0.123 3.089
C -0.854 -2.819 1.519
C 1.462 -1.422 4.431
C 0.566 1.193 2.992
C 1.051 4.224 4.505
C -2.443 3.818 -1.459
C 3.571 0.509 3.060
C 3.052 -1.806 0.437
H 3.411 0.654 1.991
H 2.857 -2.044 -3.956
H -3.339 4.420 3.996
H 1.862 -3.747 -1.646
H -1.503 -3.611 -2.675
H 3.809 -2.797 -2.693
H 1.985 4.151 5.057
H -0.684 -4.017 -1.177
H 4.741 -1.215 -0.673
H -3.793 2.124 -1.642
H 3.806 0.153 -0.118
H 3.723 -1.986 1.277
H -1.803 3.696 4.445
H -3.544 -0.286 2.321
H -1.840 7.471 3.594
H -2.745 0.959 6.342
H -2.532 -1.610 -1.659
H 0.727 -3.324 0.132
H 2.588 5.757 -1.193
H 1.440 0.820 6.407
H -0.440 1.560 5.644
H 2.270 2.221 5.725
H -4.344 0.053 4.653
H -1.092 5.362 -0.923
H -2.702 0.930 0.215
H -0.456 7.849 0.981
H -2.989 -3.090 -0.825
H -0.963 -2.493 2.555
H 2.454 4.166 -0.445
H 2.856 -2.762 -0.044
H 1.113 -3.607 1.841
H 0.903 8.115 -0.097
H 3.160 0.758 6.090
H -3.521 5.135 0.939
H -2.602 6.615 0.620
H -1.352 -3.785 1.431
H 0.382 -1.571 4.355
H -0.840 6.457 4.618
H 1.735 -1.628 5.468
H 1.434 -3.791 -3.351
H 1.954 -2.164 3.804
H 4.195 -0.376 3.204
H -2.822 4.351 -2.321
H 3.061 5.593 2.152
H 1.214 4.724 -1.568
H 4.144 1.367 3.418
H 2.857 7.174 1.447
H -0.528 7.309 -0.697
H -0.145 7.265 3.211
H 0.239 3.809 5.096
H 1.922 6.746 2.864
H -2.681 3.113 3.020
H -3.631 6.500 2.039
H 0.859 5.277 4.321
```

Summary:
- M: 870.934 g/mol
- Charge: +2
- HOMO energy: -0.476 Eh


(B)
C30H54N3O2S4SbSi3Ti as an isolated structure, computed with wB97M-V/def2-TZVPD.

The geometry in XYZ format:
```
98
C30H54N3O2S4SbSi3Ti, DFT wB97M-V/def2-TZVPD
Sb -1.501 -0.787 1.771
Ti -0.230 0.772 -0.765
S 1.963 4.675 -0.679
S 1.661 2.801 -3.401
S 2.678 1.650 -1.021
S 0.939 2.158 1.471
Si -0.152 -3.976 0.693
Si 0.889 -2.318 3.306
Si -3.535 1.319 0.046
O -0.620 2.374 -1.196
O -1.763 4.103 -1.713
N -1.212 3.111 -2.112
N -1.200 -0.106 -2.277
N 0.817 -0.932 -0.570
C 2.522 -2.134 0.585
C -3.972 1.894 -1.725
C -2.864 2.658 1.230
C -0.548 -2.515 4.533
C -1.206 -0.395 -3.581
C 0.500 4.827 0.419
C -1.019 -3.727 -0.991
C 1.640 -0.912 -1.648
C 3.491 2.931 -3.256
C 1.461 -4.922 0.318
C 3.359 -2.069 -0.497
C 1.187 -1.679 0.507
C 2.866 -1.533 -1.687
C -2.059 0.093 -0.162
C -3.178 -2.167 1.815
C 0.556 3.951 1.662
C -5.159 0.611 0.753
C 4.010 1.915 -2.250
C -3.136 -1.776 -3.278
C -1.163 -5.037 1.900
C 1.208 4.564 -3.476
C 2.110 -3.727 3.707
C 1.732 -0.622 3.565
C 3.504 1.374 0.591
C 1.410 5.459 -2.235
C -2.164 -1.230 -4.120
C -3.154 -1.434 -1.940
C -2.167 -0.573 -1.446
C 0.211 -2.185 1.458
C 2.787 2.233 1.612
H -5.470 -0.313 0.276
H 2.864 -2.581 1.497
H -1.152 -1.616 4.611
H -1.394 -5.976 1.407
H -2.267 3.390 0.695
H 1.742 -4.700 3.403
H -2.072 -3.486 -0.893
H 0.157 4.531 -3.762
H -5.118 0.451 1.825
H -3.871 -2.449 -3.691
H 1.223 -5.973 0.180
H 2.180 6.201 -2.451
H -5.948 1.333 0.569
H 3.442 -1.554 -2.593
H 3.704 3.946 -2.930
H -0.590 -5.274 2.789
H -4.826 1.336 -2.103
H 3.918 2.768 -4.246
H -2.261 2.227 2.032
H -0.950 -4.648 -1.563
H 2.196 -4.869 1.111
H 2.635 -0.525 2.969
H -3.150 1.767 -2.431
H 3.045 1.941 2.630
H 1.288 4.328 2.377
H -0.428 3.968 2.134
H -2.152 -1.448 -5.175
H -3.916 -1.803 -1.269
H -0.388 4.616 -0.174
H -3.144 -2.881 0.995
H -0.146 -2.722 5.518
H -0.549 -2.941 -1.581
H 2.019 -0.497 4.603
H 3.105 -3.601 3.296
H 4.366 -2.448 -0.445
H -1.202 -3.339 4.277
H 1.055 0.194 3.306
H -4.253 2.943 -1.739
H 4.233 0.957 -2.725
H -3.687 3.197 1.691
H 3.449 0.311 0.829
H 3.046 3.277 1.449
H 1.265 -0.410 -2.544
H 0.452 5.869 0.748
H -0.443 0.075 -4.198
H 1.775 4.961 -4.317
H 1.939 -4.583 -0.597
H -4.078 -1.563 1.747
H -3.199 -2.690 2.765
H 4.546 1.675 0.512
H 0.486 5.985 -2.001
H 2.226 -3.756 4.786
H 4.900 2.276 -1.735
H -2.098 -4.595 2.216
```

Summary:
- M: 870.934 g/mol
- Charge: +2
- HOMO energy: -0.459 Eh


The winner here is (A), beating the second structure by 1.995 eV.


(A)
A 2-piece molecular cluster, C3H11N2 overall, computed with wB97M-V/def2-TZVPD.

The geometry in XYZ format:
```
16
C3H11N2, DFT wB97M-V/def2-TZVPD
N -2.634 0.847 1.568
N 0.216 -0.191 -0.368
C -3.652 0.139 1.293
C 2.746 -0.565 -1.002
C 1.593 0.453 -0.715
H 0.243 -0.534 0.619
H 2.822 -1.331 -0.186
H -3.691 -0.825 0.670
H 3.740 -0.169 -1.250
H -4.624 0.191 1.729
H 2.634 -1.258 -1.834
H 0.143 -1.142 -0.851
H -2.598 1.706 2.175
H 2.037 1.032 0.254
H 1.579 1.239 -1.509
H -0.553 0.408 -0.594
```

Summary:
- 2S+1: 2
- M: 75.135 g/mol
- HOMO energy (alpha / beta): -0.076 / -0.373 Eh


(B)
One molecule with the formula C3H11N2, computed with wB97M-V/def2-TZVPD.

The geometry in XYZ format:
```
16
C3H11N2, DFT wB97M-V/def2-TZVPD
N 1.857 -0.388 -0.821
N -0.383 -0.353 0.721
C -0.396 0.569 -0.463
C -1.346 0.064 1.765
C 0.637 0.043 -1.467
H -0.587 -1.383 0.427
H 0.121 -0.833 -1.859
H 2.444 -0.967 -1.415
H -1.515 1.138 1.830
H 2.486 0.350 -0.528
H 0.629 -0.551 0.875
H -1.307 0.692 -1.045
H 0.782 0.769 -2.273
H -0.233 1.541 0.000
H -2.263 -0.482 1.541
H -0.927 -0.209 2.711
```

Summary:
- 2S+1: 2
- M: 75.135 g/mol
- HOMO energy (alpha / beta): -0.108 / -0.371 Eh


The winner here is (B), beating the second structure by 2.416 eV.